Entry 1:
This record from the OMol25 dataset describes 2 unconnected molecules or ions with the total composition C27H27N2O in a non-equilibrium geometry. The level of theory is ωB97M-V/def2-TZVPD.

The largest force on an atom is 1.65 eV/Å. The calculation puts the total energy at -33458.3514 eV. As for the net charge: +1.

The geometry in XYZ format:
```
57
Properties=species:S:1:pos:R:3:forces:R:3
C 1.317614 -4.077279 -0.203833 0.18 -0.14 -0.54
C 1.303634 -2.679390 0.383778 -0.16 0.43 0.36
N 0.048677 -1.937244 0.172463 -0.35 -0.16 0.09
C -1.009300 -2.665562 0.110987 0.01 0.48 0.07
C -2.448513 -2.143767 0.002264 0.49 -0.05 -0.10
C -3.317213 -3.406656 0.158760 -0.50 0.05 -0.02
C -2.366064 -4.600843 0.295016 -0.09 -0.12 -0.01
N -1.058556 -4.019489 0.161185 -0.21 -0.19 0.00
C 0.090797 -4.869232 0.212769 0.42 -0.18 0.26
H 1.328717 -3.997059 -1.296833 0.03 -0.04 0.08
H 2.218506 -4.617722 0.098714 -0.05 0.09 -0.08
H 1.509683 -2.761576 1.470946 -0.09 0.22 -0.34
H 2.087582 -2.057935 -0.062516 0.11 -0.26 0.17
H -2.634065 -1.384989 0.773344 0.09 -0.23 -0.13
H -2.611957 -1.656558 -0.970892 0.19 -0.15 0.27
H -3.952091 -3.343142 1.044639 -0.04 0.05 -0.19
H -3.957297 -3.552790 -0.715702 -0.01 0.11 0.23
H -2.467053 -5.109774 1.267616 0.01 0.11 -0.19
H -2.522405 -5.358791 -0.485450 -0.02 0.12 0.13
H -0.067488 -5.722155 -0.459732 0.04 0.09 0.09
H 0.215599 -5.280615 1.227083 -0.03 0.06 -0.11
C 6.279464 2.719309 -0.344739 -0.22 -0.18 0.00
O 5.498135 1.912707 0.572376 -1.11 0.01 -0.52
C 4.171968 1.754882 0.321474 0.57 0.36 -0.09
C 3.400944 1.101415 1.317597 0.05 0.13 -0.20
C 2.031739 1.039400 1.190236 0.24 0.07 0.28
C 1.370635 1.605114 0.073601 -0.34 0.03 -0.18
C -0.057752 1.664940 -0.009479 1.06 0.07 -0.08
C -0.816533 1.734691 -1.237569 -1.34 0.43 -0.27
C -2.180185 2.054834 -0.904616 0.66 0.00 -1.51
C -3.117704 2.309914 -1.896620 0.40 -0.22 0.71
C -2.715762 2.207562 -3.236046 0.60 -0.16 -0.10
C -1.396083 1.854165 -3.568724 -0.39 0.09 0.08
C -0.441975 1.606040 -2.574489 -0.15 -0.06 0.14
C -2.276296 2.154390 0.542294 0.58 0.12 1.53
C -0.966991 1.893340 1.093443 -1.49 0.09 0.10
C -0.759318 2.037112 2.464317 -0.12 0.00 -0.21
C -1.841538 2.398717 3.276696 -0.45 0.08 -0.08
C -3.110950 2.660033 2.730496 0.62 -0.20 0.20
C -3.331140 2.551160 1.350184 0.43 -0.28 -0.60
C 2.165500 2.191648 -0.942262 0.26 -0.17 -0.19
C 3.543786 2.252004 -0.847501 0.06 -0.01 0.35
H 7.281212 2.718883 0.079011 -0.10 0.02 -0.10
H 6.294018 2.275068 -1.351941 0.03 0.07 0.38
H 5.893081 3.749315 -0.400676 0.06 -0.37 0.12
H 3.910156 0.687537 2.186410 -0.11 0.08 -0.24
H 1.436660 0.536054 1.949685 0.23 -0.01 -0.23
H -4.130126 2.591719 -1.608534 0.19 -0.08 -0.28
H -3.437521 2.404274 -4.028010 0.21 -0.05 0.17
H -1.106129 1.780528 -4.616329 -0.12 -0.01 0.28
H 0.572191 1.310498 -2.831515 -0.30 -0.02 -0.11
H 0.230115 1.886553 2.886325 -0.28 0.11 0.08
H -1.696114 2.490748 4.352673 -0.03 0.01 -0.31
H -3.932298 2.960719 3.380683 0.27 -0.08 -0.12
H -4.294948 2.774448 0.890583 0.19 -0.01 0.32
H 1.687574 2.655992 -1.800989 0.12 -0.04 0.28
H 4.133392 2.716859 -1.642671 -0.34 -0.13 0.40
```
Positions in Å, forces in eV/Å.

Entry 2:
This record from the OMol25 dataset describes a molecular structure, C27H27N3O4OsS in a non-equilibrium geometry. The level of theory is ωB97M-V/def2-TZVPD.

The largest force on an atom is 1.72 eV/Å. The calculation puts the total energy at -54399.7187 eV.

The geometry in XYZ format:
```
63
Properties=species:S:1:pos:R:3:forces:R:3
Os 1.633316 -0.673607 -0.433921 1.08 0.61 1.20
O -0.125479 3.024016 -2.504891 0.02 -0.09 0.04
C -1.258775 2.388343 -2.850747 -0.03 0.03 0.05
C -2.253138 3.170784 -3.441139 -0.04 -0.03 -0.02
C -3.455751 2.610448 -3.812981 -0.01 0.02 0.00
C -3.703128 1.252938 -3.609809 0.02 -0.01 0.00
C -2.722604 0.473270 -3.037925 -0.01 -0.03 -0.06
C -1.489364 1.014976 -2.654809 0.08 -0.02 0.00
C -0.489153 0.137275 -2.026577 0.02 0.22 -0.07
O 0.547715 0.720005 -1.447202 -0.11 -0.27 -0.04
N -0.667634 -1.152945 -2.043668 0.21 0.00 0.24
N 0.312510 -1.783750 -1.264262 -0.53 -0.42 -0.46
C 0.194350 -3.052188 -1.060293 0.06 -0.14 0.04
C 1.026445 -3.832242 -0.176774 -0.07 0.12 -0.09
C 0.705358 -5.198054 -0.069279 0.03 -0.06 0.03
C 1.386667 -6.035891 0.778879 0.00 0.04 0.00
C 2.424843 -5.517518 1.559251 0.01 0.00 0.00
C 2.765483 -4.187107 1.478616 0.00 -0.09 0.02
C 2.082505 -3.322552 0.616533 0.11 0.18 -0.13
O 2.500815 -2.052152 0.600417 -0.30 -0.19 0.11
H 0.424350 2.401350 -1.995044 0.01 0.02 -0.01
H -2.049669 4.223204 -3.586656 0.00 -0.01 0.01
H -4.217470 3.237251 -4.259501 0.01 0.00 -0.01
H -4.649068 0.816903 -3.899552 0.00 0.00 0.01
H -2.882856 -0.583719 -2.872603 -0.01 0.02 0.00
H -0.631048 -3.540215 -1.567785 0.00 0.01 0.00
H -0.105469 -5.584234 -0.675422 0.00 0.01 0.01
H 1.118556 -7.080935 0.844487 0.01 0.00 0.00
H 2.970121 -6.165901 2.232823 -0.01 0.00 0.00
H 3.566882 -3.769093 2.072519 0.00 -0.01 0.00
S 3.077878 -0.883874 -2.230375 -0.39 0.37 -0.37
C 4.341260 0.190625 -1.864204 0.08 -0.31 0.09
N 5.235486 0.890962 -1.662880 -0.07 0.04 0.00
C 3.103818 1.514563 0.724439 -0.20 0.09 -0.22
C 2.258699 2.092581 1.856862 -0.04 0.00 0.03
C 2.457870 1.307026 3.155735 0.03 0.03 0.00
C 0.803174 2.262711 1.469353 -0.06 -0.17 -0.14
C 0.273317 3.526418 1.289281 -0.13 0.06 0.03
C -1.046718 3.683708 0.883887 0.00 0.01 0.01
C -1.858622 2.573147 0.747443 0.05 0.12 0.08
C -1.388514 1.277718 0.961864 0.15 -0.11 0.14
C -2.424354 0.155370 0.963442 0.00 0.05 -0.05
C -1.929543 -1.259454 1.250958 0.00 0.00 0.00
C -3.511845 0.478890 2.000922 -0.01 -0.03 -0.02
C -0.012694 1.141778 1.213710 -0.26 0.43 0.04
O 0.624092 -0.046810 1.146020 0.01 -0.29 -0.60
H 4.175327 1.620941 0.890552 0.01 -0.06 0.03
H 2.870462 1.975153 -0.233887 0.03 0.02 -0.01
H 2.968215 0.411139 0.671137 0.26 -0.16 0.14
H 2.637231 3.104662 2.026729 0.03 0.01 -0.03
H 2.093112 0.285749 3.056618 -0.01 -0.01 -0.01
H 1.931247 1.784051 3.982994 -0.02 -0.01 -0.02
H 3.519541 1.268558 3.408704 0.00 0.00 0.01
H 0.902041 4.395376 1.445981 0.00 0.00 0.00
H -1.445902 4.672650 0.700026 0.01 -0.01 -0.02
H -2.895640 2.709987 0.464756 -0.01 0.00 0.01
H -2.899614 0.157927 -0.024917 0.02 -0.01 -0.02
H -1.522818 -1.332298 2.261858 0.02 0.01 -0.02
H -1.166710 -1.596271 0.560825 -0.07 0.02 0.03
H -2.775893 -1.945752 1.178318 -0.01 -0.01 0.04
H -3.085798 0.450695 3.006644 0.00 0.01 -0.01
H -4.307887 -0.266537 1.949731 0.00 0.00 0.01
H -3.959527 1.459952 1.854788 0.00 -0.01 -0.01
```
Positions in Å, forces in eV/Å.

Entry 3:
This record from the OMol25 dataset describes a molecular structure, C27H27N3O5Pd in a non-equilibrium geometry. The level of theory is ωB97M-V/def2-TZVPD.

The largest force on an atom is 1.76 eV/Å. The calculation puts the total energy at -46626.7148 eV. As for the net charge: -2.

The geometry in XYZ format:
```
63
Properties=species:S:1:pos:R:3:forces:R:3
Pd 0.265038 -0.812608 0.644593 -1.70 0.01 0.46
O 5.959158 -2.080877 -0.474306 -0.05 -0.03 0.01
C 4.655170 -1.795897 -0.166262 -0.04 0.03 0.02
C 4.326468 -0.714159 0.641907 -0.12 0.07 0.02
C 2.989393 -0.478218 0.905326 0.20 -0.29 -0.13
N 2.064217 -1.278671 0.383587 1.42 -0.27 -0.25
C 2.349550 -2.332282 -0.380457 0.28 0.15 0.10
C 3.666420 -2.628953 -0.677498 -0.08 -0.06 -0.06
C 1.108047 -3.092353 -0.832794 -0.44 -0.30 -0.23
O 1.252377 -4.116513 -1.499115 0.15 0.13 0.09
O -0.000730 -2.566986 -0.457528 0.34 -0.31 -0.17
C 2.419375 0.590476 1.822841 -0.19 0.57 0.39
O 3.197026 1.350836 2.399941 0.03 -0.22 -0.13
O 1.141013 0.565935 1.936694 0.50 0.15 0.10
H 6.507068 -1.399136 -0.074402 0.05 0.03 -0.01
H 5.072807 -0.051609 1.063559 -0.02 0.02 0.02
H 3.908005 -3.478659 -1.300128 -0.04 0.00 0.00
C 0.831225 3.534616 0.369759 0.11 0.00 -0.03
C 1.460083 2.934294 -0.862617 0.07 0.12 -0.03
C 2.600373 3.525973 -1.391748 -0.02 0.01 -0.05
C 3.298213 2.976899 -2.459223 0.09 0.06 0.00
C 2.839829 1.774594 -2.996106 -0.03 0.03 0.02
C 1.707608 1.152337 -2.506842 0.10 -0.11 -0.05
C 1.218534 -0.138723 -3.101441 0.10 0.10 0.04
C 0.958012 1.723146 -1.429375 -0.18 -0.06 0.34
N -0.094188 1.015584 -0.960544 0.09 0.04 -0.80
C -1.274278 1.558856 -0.514284 -0.38 -0.18 0.26
C -1.762582 2.884697 -1.069240 -0.03 -0.14 0.02
C -2.095380 0.852408 0.313145 0.05 0.63 -0.15
C -3.396420 1.478532 0.779066 0.29 -0.13 0.01
N -1.665565 -0.347746 0.914537 0.01 0.07 0.41
C -2.570512 -1.291363 1.317127 -0.34 -0.23 0.04
C -3.668199 -1.664168 0.493367 0.11 0.06 -0.11
C -3.679923 -1.224761 -0.947856 -0.04 -0.04 0.03
C -4.650136 -2.517432 0.971424 -0.11 -0.05 0.07
C -4.577041 -3.074261 2.240769 0.05 0.00 0.02
C -3.455246 -2.796671 3.018165 -0.16 -0.06 -0.07
C -2.458356 -1.940265 2.584451 0.13 0.17 -0.13
C -1.274466 -1.664737 3.467572 -0.07 -0.01 -0.08
H 1.604891 3.962646 1.011033 0.02 -0.02 0.01
H 0.309039 2.764908 0.936286 -0.01 0.05 0.06
H 0.121089 4.332262 0.126556 0.01 -0.04 0.04
H 2.971524 4.437387 -0.927485 -0.01 -0.01 0.02
H 4.193526 3.454593 -2.842933 -0.01 -0.01 0.00
H 3.378643 1.318377 -3.823492 -0.02 -0.04 0.01
H 1.913133 -0.502805 -3.863657 0.00 -0.01 0.00
H 0.229351 -0.010565 -3.548811 -0.04 -0.03 0.04
H 1.099061 -0.897126 -2.327807 -0.08 -0.03 -0.07
H -1.026505 3.298337 -1.758630 -0.01 0.03 0.00
H -1.943701 3.619347 -0.276813 -0.02 0.01 -0.06
H -2.705967 2.755496 -1.612262 0.00 0.03 -0.02
H -3.212805 2.462108 1.228471 -0.08 0.00 0.03
H -3.872955 0.849751 1.530116 -0.06 0.00 0.01
H -4.113305 1.630048 -0.037573 -0.04 0.01 0.03
H -2.652924 -1.175571 -1.315996 -0.03 0.02 -0.04
H -4.128196 -0.238365 -1.092791 0.06 -0.01 -0.02
H -4.241098 -1.943329 -1.550613 -0.02 -0.01 0.00
H -5.481098 -2.780867 0.320996 0.03 0.01 -0.03
H -5.357818 -3.732242 2.606586 0.02 -0.01 -0.01
H -3.364939 -3.250984 4.001377 0.04 0.03 0.01
H -1.432236 -2.079468 4.466949 -0.01 -0.01 -0.02
H -1.084760 -0.592645 3.543437 0.07 0.02 -0.05
H -0.373938 -2.113427 3.040994 0.09 0.07 0.04
```
Positions in Å, forces in eV/Å.